This record from the Open Molecules 2025 dataset describes the ion C2H9N2O with charge +1 in a non-equilibrium geometry. The level of theory is wB97M-V/def2-TZVPD.

The lowest unoccupied orbital energy is -0.127 Ha. As for the SMILES: C[C@@](N)([NH3+])O. For the HOMO energy, the calculation gives -15.318 eV. The value obtained for the HOMO-LUMO gap is 11.863 eV.

Structure (ORCA input):
```
! wB97M-V def2-TZVPD RIJCOSX def2/J DEFGRID3
* xyz 1 1
C 0.32438 -1.46178 -0.04007
C 0.02616 0.13910 -0.40149
N -1.10279 0.43652 -0.99844
N 0.09403 0.70043 1.24729
O 1.25474 0.60132 -0.86648
H 1.17854 -1.52556 0.65056
H 0.37570 -2.10253 -0.97088
H -0.62725 -1.85553 0.29169
H -2.01802 0.08601 -0.99713
H -1.07845 1.26613 -1.53014
H 1.06359 0.98244 1.51942
H -0.56109 1.43283 1.48963
H -0.04684 -0.15387 1.83300
H 1.11729 1.45449 -1.22696
*
```